1.
Entry from the Open Molecules 2025 dataset: C2H4N4O in the gas phase in a non-equilibrium geometry (ωB97M-V/def2-TZVPD).

Summary:
SMILES string	NC(N)=NN=C=O
LUMO level (alpha / beta)	0.117 / 0.116	eV
E_HOMO (alpha / beta)	-8.55 / -8.55	eV
energy above the lowest of the compared OMol25 structures with the same formula, charge and spin	76.2	kcal/mol
HOMO-LUMO gap (alpha / beta)	8.667 / 8.668	eV

```
11
Properties=species:S:1:pos:R:3:lowdin_charge:R:1
C -0.025 0.137 0.278 -0.537
N -0.652 1.025 -0.595 0.088
N 0.998 0.676 1.002 0.126
N -0.658 -0.943 0.786 0.045
N -1.189 -1.685 -0.208 0.050
C -0.259 -1.758 -1.074 -0.299
O 0.494 -2.365 -1.746 0.157
H 1.332 0.085 1.754 0.097
H -0.024 1.310 -1.336 0.087
H -0.961 1.868 -0.123 0.092
H 0.944 1.650 1.261 0.094
```



2.
Entry from the Open Molecules 2025 dataset: a molecular structure, C6H13N4O3PS in a non-equilibrium geometry (ωB97M-V/def2-TZVPD).

Summary:
LUMO level	-0.958	eV
E_HOMO	-8.28	eV
energy above the lowest of the compared OMol25 structures with the same formula, charge and spin	47.1	kcal/mol
HOMO-LUMO gap	7.323	eV

```
28
Properties=species:S:1:pos:R:3:lowdin_charge:R:1
C -2.292 0.521 0.084 -0.498
C 3.188 1.707 -1.756 -0.097
C -0.086 -2.504 -0.033 -0.039
C -2.327 -0.213 2.525 -0.005
C 1.881 2.089 -1.349 -0.257
C 1.075 -1.941 -0.785 -0.231
N -4.197 -0.017 0.954 -0.018
N -4.385 0.425 -0.167 -0.148
N -2.869 0.030 1.178 -0.108
N -3.344 0.746 -0.853 0.049
O -1.026 0.734 -0.005 -0.150
O 1.674 1.782 0.077 -0.260
O 1.446 -0.576 -0.579 -0.252
P 1.150 0.399 0.595 0.413
S 1.345 0.108 2.496 0.398
H 3.868 2.453 -1.454 0.065
H 3.609 0.756 -1.435 0.088
H 3.234 1.791 -2.932 0.143
H -0.786 -1.612 0.014 0.097
H -0.347 -3.416 -0.511 0.091
H 0.257 -2.783 0.847 0.021
H -2.974 0.219 3.287 0.086
H -2.329 -1.223 2.644 0.048
H -1.372 0.334 2.719 0.043
H 1.081 1.500 -1.892 0.139
H 1.644 3.143 -1.305 0.135
H 0.885 -1.924 -1.799 0.103
H 1.997 -2.527 -0.565 0.144
```



3.
Entry from the Open Molecules 2025 dataset: a molecular structure, C10H30Be2N2O16 in a non-equilibrium geometry (ωB97M-V/def2-TZVPD).

Summary:
net charge	+2
LUMO level	-11.409	eV
E_HOMO	-13.99	eV
energy above the lowest of the compared OMol25 structures with the same formula, charge and spin	8.1	kcal/mol
HOMO-LUMO gap	2.580	eV

```
60
Properties=species:S:1:pos:R:3:lowdin_charge:R:1
Be 3.276 0.895 2.713 1.270
Be 3.204 -3.991 -0.201 1.283
N 1.447 -0.825 0.101 -0.499
O 2.073 -0.251 0.989 -0.046
O 0.219 -0.738 0.046 0.026
O 2.032 -1.792 -0.393 -0.051
N 3.393 -2.746 2.404 -0.479
O 3.754 -2.917 1.200 -0.055
O 3.407 -1.626 2.922 0.013
O 2.947 -3.720 3.027 0.123
C 0.093 0.824 3.352 -0.174
C 0.577 2.270 3.183 -0.166
O 1.610 2.346 2.195 -0.085
O 1.232 0.073 3.795 -0.068
H -0.364 0.319 2.503 0.110
H -0.614 0.873 4.183 0.143
H 0.977 2.528 4.167 0.132
H -0.195 3.015 2.995 0.152
H 1.316 2.993 1.518 0.038
H 0.935 -0.819 4.008 0.121
C 1.233 0.190 -3.334 -0.224
C 1.675 0.123 -4.790 -0.219
O 2.678 -0.891 -4.855 -0.060
O 2.271 0.912 -2.671 -0.086
H 1.187 -0.821 -2.927 0.097
H 0.295 0.733 -3.221 0.113
H 1.947 1.082 -5.232 0.131
H 0.885 -0.210 -5.465 0.125
H 3.534 -0.519 -4.625 0.077
H 3.101 0.472 -2.873 0.068
C -2.076 -2.424 1.906 -0.240
C -3.220 -1.853 2.725 -0.242
O -4.404 -2.449 2.231 -0.039
O -1.512 -3.699 2.200 -0.060
H -1.221 -1.743 1.888 0.080
H -2.428 -2.505 0.876 0.102
H -3.297 -0.764 2.664 0.114
H -3.116 -1.871 3.813 0.123
H -4.778 -2.947 2.964 0.096
H -1.689 -4.293 1.467 0.082
C 0.466 3.328 -0.521 -0.176
C -0.764 3.778 -1.318 -0.215
O -0.371 4.813 -2.210 -0.047
O 0.790 4.221 0.595 -0.066
H 1.314 3.094 -1.165 0.125
H 0.215 2.385 -0.030 0.105
H -1.510 4.170 -0.624 0.128
H -1.289 3.014 -1.890 0.121
H -0.621 5.637 -1.784 0.091
H 1.285 4.955 0.214 0.120
C -2.378 -2.036 -2.249 -0.217
C -2.660 -0.540 -2.070 -0.219
O -2.376 -0.131 -0.754 -0.061
O -1.012 -2.342 -2.143 -0.059
H -2.844 -2.446 -3.143 0.132
H -2.786 -2.576 -1.389 0.113
H -3.710 -0.295 -2.225 0.131
H -2.056 -0.034 -2.827 0.112
H -1.422 -0.170 -0.626 0.021
H -0.660 -2.060 -1.291 0.035
```



4.
Entry from the Open Molecules 2025 dataset: a molecular structure, C15H34BrMnN2O3 in a non-equilibrium geometry (ωB97M-V/def2-TZVPD).

Summary:
net charge	+1
LUMO level (alpha / beta)	-7.156 / -7.137	eV
E_HOMO (alpha / beta)	-9.97 / -9.98	eV
energy above the lowest of the compared OMol25 structures with the same formula, charge and spin	73.8	kcal/mol
spin multiplicity	6
HOMO-LUMO gap (alpha / beta)	2.815 / 2.846	eV

```
56
Properties=species:S:1:pos:R:3:lowdin_charge:R:1
Mn 3.233 1.196 2.000 1.058
Br 0.965 0.243 1.456 0.136
C 6.644 -0.774 0.513 -0.077
O 5.548 -1.369 1.228 -0.229
C 4.775 -2.241 0.428 -0.247
C 3.921 -3.206 1.276 -0.165
N 3.160 -2.336 2.234 -0.068
C 2.382 -3.196 3.152 -0.198
C 1.072 -3.797 2.615 -0.186
O 1.314 -4.706 1.529 -0.228
C 1.446 -6.060 1.915 -0.099
H 7.505 -0.767 1.174 0.094
H 6.291 0.220 0.217 0.074
H 6.862 -1.322 -0.405 0.090
H 5.364 -2.890 -0.236 0.123
H 4.199 -1.693 -0.331 0.122
H 4.522 -3.976 1.755 0.127
H 3.231 -3.745 0.627 0.113
H 2.510 -1.877 1.612 -0.029
H 1.998 -2.524 3.933 0.110
H 3.078 -3.869 3.647 0.120
H 0.419 -3.008 2.250 0.106
H 0.574 -4.394 3.381 0.123
H 1.978 -6.141 2.870 0.089
H 2.070 -6.561 1.177 0.091
H 0.462 -6.525 1.989 0.093
C -4.255 3.530 -0.048 -0.025
C -3.733 2.174 -0.554 -0.511
C -4.545 1.717 -1.771 -0.140
C -4.059 2.371 -3.076 -0.173
C -2.551 2.393 -3.248 -0.109
C -1.706 2.788 -1.993 -0.512
N -2.307 2.132 -0.851 -0.111
O -1.561 2.201 0.351 -0.066
C -0.305 2.220 -2.248 -0.054
C -1.559 4.312 -1.790 -0.024
C -4.042 1.099 0.526 -0.043
H -4.465 4.194 -0.890 0.072
H -3.536 3.996 0.624 0.085
H -5.206 3.393 0.467 0.085
H -4.631 0.639 -1.893 0.118
H -5.547 2.131 -1.632 0.121
H -4.521 3.357 -3.177 0.108
H -4.629 1.811 -3.824 0.113
H -2.304 3.210 -3.932 0.120
H -2.139 1.459 -3.621 0.114
H -0.207 1.149 -2.428 0.084
H 0.110 2.782 -3.086 0.086
H 0.354 2.404 -1.391 0.062
H -2.558 4.753 -1.832 0.071
H -1.219 4.591 -0.792 0.081
H -0.913 4.763 -2.541 0.081
H -5.126 0.997 0.575 0.085
H -3.620 1.273 1.515 0.075
H -3.663 0.118 0.225 0.082
H -1.078 1.363 0.328 -0.020
```



5.
Entry from the Open Molecules 2025 dataset: C15H12Cl2F2N2OS in the gas phase in a non-equilibrium geometry (ωB97M-V/def2-TZVPD).

Summary:
SMILES string	Cc1ccc(NC(=S)Nc2ccc(Cl)c(Cl)c2)c(OC(F)F)c1
LUMO level	0.205	eV
E_HOMO	-8.44	eV
energy above the lowest of the compared OMol25 structures with the same formula, charge and spin	0.0	kcal/mol
HOMO-LUMO gap	8.641	eV

```
35
Properties=species:S:1:pos:R:3:lowdin_charge:R:1
C -4.996 -1.765 -0.656 -0.047
C -3.755 -0.960 -0.427 -0.271
C -3.716 0.403 -0.678 -0.035
C -2.568 1.145 -0.467 -0.026
C -1.412 0.531 -0.001 -0.161
C -1.447 -0.854 0.237 -0.151
C -2.599 -1.584 0.038 0.026
H -2.621 -2.640 0.259 0.122
O -0.250 -1.418 0.706 0.065
C -0.032 -2.730 0.494 -0.481
F 1.290 -2.940 0.576 0.099
F -0.591 -3.504 1.457 0.095
H -0.394 -3.105 -0.483 0.181
N -0.196 1.161 0.231 0.082
C 0.184 2.455 0.148 -0.819
S -0.800 3.768 -0.022 0.686
N 1.527 2.687 0.295 0.037
C 2.597 1.801 0.219 -0.238
C 3.754 2.078 0.949 -0.013
C 4.838 1.227 0.894 -0.093
C 4.795 0.082 0.112 -0.694
C 3.658 -0.185 -0.646 -0.677
C 2.571 0.672 -0.601 -0.054
H 1.728 0.470 -1.243 0.119
Cl 3.587 -1.573 -1.658 0.703
Cl 6.146 -0.983 0.065 0.684
H 5.728 1.442 1.464 0.110
H 3.797 2.964 1.564 0.117
H 1.753 3.655 0.484 0.121
H 0.517 0.514 0.552 0.128
H -2.565 2.203 -0.661 0.029
H -4.601 0.903 -1.040 0.114
H -5.869 -1.120 -0.717 0.077
H -5.143 -2.484 0.146 0.081
H -4.915 -2.319 -1.591 0.086
```



6.
Entry from the Open Molecules 2025 dataset: C8H7F4P in the gas phase in a non-equilibrium geometry (ωB97M-V/def2-TZVPD).

Summary:
SMILES string	FCP(c1ccccc1)C(F)(F)F
LUMO level	0.084	eV
E_HOMO	-9.49	eV
HOMO-LUMO gap	9.571	eV

```
20
Properties=species:S:1:pos:R:3:lowdin_charge:R:1
C -1.766 -2.086 1.123 -0.077
C -2.442 -0.867 1.111 -0.109
C -0.393 -2.149 0.859 -0.089
C -1.826 0.284 0.695 -0.133
C 0.240 -0.988 0.541 -0.108
C -0.522 0.175 0.200 -0.438
C 2.143 1.720 0.443 -0.373
C 0.862 1.009 -2.214 -0.592
F 2.783 2.375 -0.576 -0.117
F -0.111 0.200 -2.724 0.059
F 1.993 0.238 -2.221 0.058
F 0.965 2.067 -3.061 0.060
P 0.339 1.733 -0.204 1.149
H -2.510 -2.881 1.359 0.117
H -3.484 -0.811 1.388 0.102
H 0.088 -3.168 0.873 0.129
H -2.436 1.214 0.411 0.128
H 1.189 -1.183 0.115 0.089
H 2.145 2.341 1.266 0.036
H 2.745 0.779 0.618 0.109
```



7.
Entry from the Open Molecules 2025 dataset: a molecular structure, C6H6GdO3 in a non-equilibrium geometry (ωB97M-V/def2-TZVPD).

Summary:
net charge	+1
LUMO level (alpha / beta)	-4.817 / -7.136	eV
E_HOMO (alpha / beta)	-12.64 / -11.77	eV
energy above the lowest of the compared OMol25 structures with the same formula, charge and spin	74.7	kcal/mol
spin multiplicity	8
HOMO-LUMO gap (alpha / beta)	7.823 / 4.635	eV

```
16
Properties=species:S:1:pos:R:3:lowdin_charge:R:1
C -0.670 -1.562 0.201 -0.136
C 0.318 -0.904 0.770 -0.144
C 1.776 -1.257 0.624 -0.176
C 2.531 -0.467 -0.447 -0.347
O 1.843 0.634 -0.906 -0.589
Gd 0.106 1.845 -1.120 1.694
H 0.027 -0.062 1.404 0.121
H 1.882 -2.323 0.369 0.124
H 2.263 -1.129 1.605 0.122
H 2.797 -1.149 -1.281 0.121
H 3.509 -0.172 -0.016 0.121
O -1.814 -1.875 0.008 0.131
H -4.475 -0.807 -0.069 0.118
C -4.292 0.253 -0.393 0.246
C -3.505 1.149 -0.703 -0.209
O -2.389 1.681 -0.926 -0.199
```



8.
Entry from the Open Molecules 2025 dataset: C3H4N2O in the gas phase in a non-equilibrium geometry (ωB97M-V/def2-TZVPD).

Summary:
SMILES string	[H]/N=C/OCC#N
LUMO level	0.776	eV
E_HOMO	-10.92	eV
energy above the lowest of the compared OMol25 structures with the same formula, charge and spin	39.2	kcal/mol
HOMO-LUMO gap	11.692	eV

```
10
Properties=species:S:1:pos:R:3:lowdin_charge:R:1
N 1.764 0.513 0.032 0.118
C 1.217 -0.571 0.364 -0.313
O -0.085 -0.761 0.157 -0.062
C -0.814 0.281 -0.502 -0.171
C -2.138 0.100 0.059 -0.194
N -3.148 -0.035 0.594 0.161
H 2.726 0.457 0.318 0.047
H 1.669 -1.446 0.857 0.144
H -0.818 0.049 -1.565 0.134
H -0.579 1.354 -0.349 0.136
```



no.,calculated total energy (a.u.)
1,-372.77896
2,-1420.61469
3,-1740.63973
4,-4651.75774
5,-2281.89542
6,-1049.79183
7,-1223.18916
8,-301.42477